Below is an isolated molecule of C4H9NS at a distorted geometry, with properties calculated with ωB97M-V/def2-TZVPD.

Structure (SMILES): C1CSCCN1
Energy relative to the best compared isomer or geometry (same formula, charge and spin) in eV: 0.654
Lowest unoccupied orbital energy in eV: 1.0
HOMO-LUMO gap in eV: 9.49

Structure (ORCA input):
```
! wB97M-V def2-TZVPD RIJCOSX def2/J DEFGRID3
* xyz 0 1
C -0.502 1.267 -0.298
C 0.888 1.291 0.313
S 1.832 -0.060 -0.379
C 0.759 -1.354 0.321
C -0.622 -1.265 -0.297
N -1.244 0.050 0.026
H -0.296 1.456 -1.408
H -1.107 2.116 0.072
H 1.449 2.241 0.310
H 0.726 1.124 1.367
H 0.645 -1.203 1.357
H 1.308 -2.304 0.135
H -1.156 -2.082 0.214
H -0.498 -1.473 -1.376
H -2.181 0.196 -0.357
*
```

Löwdin charges in e:
1. C -0.329
2. C -0.520
3. S 0.839
4. C -0.485
5. C -0.284
6. N -0.080
7. H 0.118
8. H 0.115
9. H 0.084
10. H 0.067
11. H 0.057
12. H 0.085
13. H 0.113
14. H 0.109
15. H 0.109